Version w
Entry from the Open Molecules 2025 dataset: one molecule with the formula C8H9NO2 (wB97M-V/def2-TZVPD).

HOMO energy (spin up / spin down)   -0.2113 / -0.3493 hartree
2S+1   3
Gap between HOMO and LUMO (spin up / spin down)   6.3 / 7.3 eV

Last column: Löwdin spin population.
CARTESIAN COORDINATES (ANGSTROEM)
C (0.4777, 1.8213, -0.1725)  0.76
C (-0.2880, 0.0789, -1.7265)  0.05
C (1.5156, 1.0358, 0.2077)  0.76
C (0.6731, -0.7163, -1.2608)  0.04
C (-1.2355, 0.3945, 0.5901)  0.07
C (-0.7427, 1.1516, -0.7513)  0.07
C (1.1360, -0.4207, 0.0916)  0.09
C (-0.0994, -0.5501, 0.9660)  0.04
N (-0.4653, -1.9745, 0.8694)  0.01
O (0.1384, -2.7697, 1.5177)  0.01
O (-1.2838, -2.3038, -0.0047)  0.01
H (0.1613, 2.8759, 0.0839)  0.04
H (-0.5777, 0.1661, -2.7535)  0.00
H (2.4911, 1.2912, 0.6387)  0.04
H (1.0258, -1.5518, -1.8642)  0.00
H (-1.2637, 1.1587, 1.2918)  0.01
H (-2.1656, -0.1686, 0.7098)  0.01
H (-1.4910, 1.7973, -1.0738)  0.00
H (1.8711, -0.9771, 0.6162)  0.00
H (0.1227, -0.3387, 2.0244)  0.00

=====

Version x
Entry from the Open Molecules 2025 dataset: one molecule with the formula C8H9NO2 (wB97M-V/def2-TZVPD).

HOMO energy (spin up / spin down)   -0.1844 / -0.3294 hartree
2S+1   3
Gap between HOMO and LUMO (spin up / spin down)   5.7 / 5.6 eV

Last column: Löwdin spin population.
CARTESIAN COORDINATES (ANGSTROEM)
C (2.3319, -0.9092, 0.0592)  0.11
C (2.2532, 0.3950, -0.1413)  0.25
C (0.9725, -1.4337, 0.2323)  0.26
C (-1.7268, 0.4746, 1.2544)  0.21
C (-1.2811, -0.3128, 0.2912)  0.04
C (0.5313, 2.1282, -0.7007)  0.09
C (0.8723, 0.8862, 0.0686)  0.07
C (-2.0117, -1.4287, -0.4193)  0.01
N (0.1127, -0.3451, 0.1560)  0.35
O (0.6536, -2.6036, 0.1556)  0.47
O (0.6909, 2.1745, 0.6939)  0.10
H (3.2058, -1.6287, -0.0812)  0.00
H (3.0544, 1.1089, -0.4694)  0.02
H (-1.0870, 0.9999, 1.8087)  0.01
H (-2.8177, 0.4809, 1.3587)  0.01
H (1.3092, 2.6738, -1.1949)  0.00
H (-0.4768, 2.2997, -1.2173)  0.01
H (-1.7374, -1.4604, -1.4036)  0.00
H (-3.0658, -1.0688, -0.5563)  0.00
H (-1.7832, -2.4305, 0.1055)  0.00

=====

Stability ranking, top and bottom: version x is the most stable and version w is the least stable.

=====

Version w
Entry from the Open Molecules 2025 dataset: one molecule with the formula C6H7Cl (wB97M-V/def2-TZVPD).

HOMO energy   -0.3031 hartree
2S+1   1
Gap between HOMO and LUMO   7.7 eV

Last column: Mulliken charge in e.
CARTESIAN COORDINATES (ANGSTROEM)
C (1.2758, 0.5540, 0.0345)  0.50
C (2.5885, 1.1982, -0.3055)  -0.83
C (-0.1260, 0.9222, 0.4777)  -0.36
C (-1.1243, 0.0200, 0.0698)  -0.03
C (-2.3549, 0.4596, -0.1160)  -0.40
C (-3.4773, -0.2718, -0.0869)  -0.53
H (2.6988, 2.3160, -0.0745)  0.19
H (3.3640, 0.6161, -0.5291)  0.36
H (-0.1972, 1.9730, 0.7636)  0.35
H (-0.8389, -1.0153, -0.4507)  0.24
H (-2.5195, 1.4423, -0.3480)  0.36
H (-4.4775, 0.0445, -0.8039)  0.20
H (-3.4482, -1.3929, 0.4726)  0.22
Cl (1.4546, -1.2516, 0.0311)  -0.28

=====

Version x
Entry from the Open Molecules 2025 dataset: one molecule with the formula C6H7Cl (wB97M-V/def2-TZVPD).

HOMO energy   -0.3100 hartree
2S+1   1
Gap between HOMO and LUMO   9.3 eV

Last column: Mulliken charge in e.
CARTESIAN COORDINATES (ANGSTROEM)
C (-0.3419, 1.2351, -0.5601)  -0.41
C (-1.2684, 1.0605, -1.7189)  -0.44
C (-0.7048, -0.9282, -0.8441)  -0.56
C (-0.0929, 0.0644, 0.0628)  0.36
C (-1.4873, -0.2279, -1.8226)  0.07
C (0.9007, -0.2566, 1.1650)  -1.03
Cl (-2.4739, -1.1413, -2.9730)  -0.21
H (-0.0824, 2.2547, -0.2013)  0.34
H (-1.7338, 1.8557, -2.2904)  0.43
H (0.1429, -1.6126, -1.1357)  0.30
H (-1.3606, -1.5397, -0.3122)  0.28
H (1.1281, -1.3746, 1.0781)  0.29
H (0.4261, -0.0796, 2.1764)  0.24
H (1.7075, 0.5080, 1.1157)  0.32

=====

Stability ranking, top and bottom: version x is the most stable and version w is the least stable.

=====

Version w
Entry from the Open Molecules 2025 dataset: C2H2BrFO as an isolated structure (wB97M-V/def2-TZVPD).

HOMO energy (spin up / spin down)   -0.3042 / -0.3042 hartree
2S+1   1
Gap between HOMO and LUMO (spin up / spin down)   7.0 / 7.0 eV

Last column: Mulliken charge in e.
CARTESIAN COORDINATES (ANGSTROEM)
C (0.1397, -0.2541, -0.3299)  -0.56
C (0.5762, -1.1215, -1.1388)  0.75
O (-2.0747, -1.6232, -1.4637)  -0.64
F (0.8198, -2.1323, -1.8249)  -0.12
Br (-2.7895, -0.7337, -0.2796)  0.15
H (0.6279, 0.4662, 0.1506)  0.34
H (-1.0445, -0.0944, -0.0050)  0.08

=====

Version x
Entry from the Open Molecules 2025 dataset: a 2-piece molecular cluster, C2H2BrFO overall (wB97M-V/def2-TZVPD).

HOMO energy   -0.3648 hartree
2S+1   1
Gap between HOMO and LUMO   6.5 eV

Last column: Mulliken charge in e.
CARTESIAN COORDINATES (ANGSTROEM)
C (-0.2480, -0.6483, -0.3806)  0.21
C (0.2798, 0.4806, 0.3427)  -0.24
O (-0.3099, -1.7648, 0.0838)  -0.38
F (0.1901, 1.6807, -0.1709)  -0.15
Br (3.1528, -0.0789, -0.0101)  -0.27
H (-0.6306, -0.4031, -1.3859)  0.32
H (0.5253, 0.4452, 1.3969)  0.50

=====

Stability ranking, top and bottom: version x is the most stable and version w is the least stable.

=====

Version w
Entry from the Open Molecules 2025 dataset: one molecule with the formula C2H6BN (wB97M-V/def2-TZVPD).

HOMO energy (spin up / spin down)   -0.3235 / -0.3116 hartree
2S+1   1
Gap between HOMO and LUMO (spin up / spin down)   8.9 / 8.0 eV

Last column: Mulliken charge in e.
CARTESIAN COORDINATES (ANGSTROEM)
B (0.1303, 0.1137, 0.0557)  0.51
C (1.7558, 0.5834, 0.0057)  -0.78
C (-1.7614, 0.6933, 0.1156)  -0.81
N (0.0148, -1.2904, -0.0969)  -0.44
H (2.4666, -0.1132, 0.1071)  0.33
H (2.0669, 1.6799, 0.1165)  0.25
H (-2.1293, 1.7666, -0.1579)  0.24
H (-2.4212, -0.0824, 0.0532)  0.32
H (0.8287, -1.8591, -0.0651)  0.19
H (-0.9513, -1.4920, -0.1339)  0.18

=====

Version x
Entry from the Open Molecules 2025 dataset: one molecule with the formula C2H6BN (wB97M-V/def2-TZVPD).

HOMO energy   -0.3042 hartree
2S+1   1
Gap between HOMO and LUMO   8.8 eV

Last column: Mulliken charge in e.
CARTESIAN COORDINATES (ANGSTROEM)
B (-1.1197, -0.0256, 0.1512)  -0.16
C (1.6703, -0.0516, 0.1789)  -0.56
C (-2.4978, -0.1204, 0.0920)  -0.54
N (0.2561, 0.1589, -0.2945)  -0.22
H (2.0133, 0.9396, 0.6419)  0.22
H (1.7716, -0.9219, 0.8407)  0.27
H (-3.1818, -0.8161, -0.1696)  0.30
H (-3.0935, 0.6769, 0.4365)  0.22
H (2.3228, -0.2270, -0.8507)  0.21
H (0.1589, 0.4739, -1.2182)  0.25

=====

Stability ranking, top and bottom: version x is the most stable and version w is the least stable.

=====

Version w
Entry from the Open Molecules 2025 dataset: a 2-piece molecular cluster, C4H10NO4 overall (wB97M-V/def2-TZVPD).

HOMO energy   -0.1462 hartree
2S+1   1
Net charge   -1
Gap between HOMO and LUMO   7.8 eV

Last column: Mulliken charge in e.
CARTESIAN COORDINATES (ANGSTROEM)
C (-0.7548, 0.9840, -0.2542)  -0.68
C (-0.2596, 1.0001, 1.2451)  -0.54
C (0.7220, -0.1493, 1.5744)  -0.49
O (2.0772, 0.0766, 1.3440)  -0.60
N (-0.2760, -0.1254, -1.0072)  -0.41
C (-1.0966, -1.1074, -1.2815)  0.42
O (-2.4927, -0.9132, -1.1077)  -0.51
O (-0.8228, -2.1394, -1.9280)  -0.75
H (-1.8782, 1.0621, -0.2683)  0.35
H (-0.4468, 1.9489, -0.6451)  0.28
H (0.3343, 1.8842, 1.5283)  0.32
H (-1.0400, 1.1049, 2.0258)  0.34
H (0.4627, -1.0915, 1.0961)  0.28
H (0.5919, -0.2489, 2.6536)  0.32
H (1.5412, -0.9575, -1.5280)  0.43
H (-2.9115, -1.5927, -0.5705)  0.28
H (1.6924, 0.5007, -1.7412)  0.37
H (2.3269, 0.0359, 0.3959)  0.40
O (2.2304, -0.2720, -1.5315)  -0.82

=====

Version x
Entry from the Open Molecules 2025 dataset: a 2-piece molecular cluster, C4H10NO4 overall (wB97M-V/def2-TZVPD).

HOMO energy   -0.1604 hartree
2S+1   1
Net charge   -1
Gap between HOMO and LUMO   8.0 eV

Last column: Mulliken charge in e.
CARTESIAN COORDINATES (ANGSTROEM)
C (-0.4812, 1.3240, -0.1138)  -0.70
C (0.3581, 0.8258, 1.0716)  -0.41
C (1.8445, 0.7426, 0.7563)  -0.42
O (2.2183, -0.4592, 0.0560)  -0.55
N (-0.5384, 0.3943, -1.2185)  -0.03
C (-1.6650, -0.4342, -1.4586)  0.41
O (-1.7316, -0.9541, -2.5871)  -0.79
O (-2.4313, -0.5943, -0.4703)  -0.73
H (-0.0891, 2.2752, -0.4851)  0.41
H (-1.5088, 1.4324, 0.2185)  0.38
H (0.0742, -0.2114, 1.2486)  0.00
H (0.1124, 1.4519, 1.9331)  0.37
H (2.1653, 1.5525, 0.1047)  0.27
H (2.4958, 0.7699, 1.6398)  0.23
H (1.4903, -1.0946, 0.1050)  0.40
H (0.0526, 0.5599, -2.0141)  0.19
H (-0.8714, -2.6861, -0.3507)  0.35
H (-0.9426, -2.0648, 1.0063)  0.34
O (-0.5523, -2.8299, 0.5584)  -0.70

=====

Stability ranking, top and bottom: version x is the most stable and version w is the least stable.